Entry 1:
{"formula": "C21H21F3NO4", "method": "ωB97M-V/def2-TZVPD", "elements": ["F", "F", "F", "O", "O", "O", "O", "N", "C", "C", "C", "C", "C", "C", "C", "C", "C", "C", "C", "C", "C", "C", "C", "C", "C", "C", "C", "C", "C", "H", "H", "H", "H", "H", "H", "H", "H", "H", "H", "H", "H", "H", "H", "H", "H", "H", "H", "H", "H", "H"], "coordinates": [[-4.3702, -2.9343, -3.3238], [-3.1275, -3.9887, -4.9799], [-4.4629, -5.0429, -3.7200], [-0.6654, -1.0986, -1.7878], [6.2220, 2.3774, 5.0025], [6.7891, 1.7084, 2.9931], [2.1643, 1.1120, 0.2090], [-2.0951, 0.6963, -2.0707], [5.9423, 1.8679, 3.9068], [-2.4813, -4.2489, -2.6866], [-4.0206, 3.7069, -2.0849], [-3.4378, 4.5216, -1.0926], [1.0697, 0.1393, -0.0735], [4.0469, 0.2104, 4.4565], [-1.7385, -2.0941, -1.6365], [-0.4139, 2.2538, -0.3790], [0.5424, -0.5904, 1.1631], [3.8178, -1.1013, 3.7277], [2.6849, -1.0055, 2.7930], [-2.4191, 1.9664, -1.8635], [-2.2534, 3.9856, -0.5340], [-0.1388, 0.8712, -0.6342], [-3.6463, -3.9737, -3.6895], [1.6574, -0.9237, 2.1119], [-3.5755, 2.4145, -2.5335], [-1.0156, 0.1902, -1.4979], [4.4650, 1.4547, 3.6453], [-1.6733, 2.6960, -0.8795], [-1.3620, -3.1945, -2.5458], [2.8064, 0.8438, 0.8829], [4.3187, 1.2864, 2.6637], [4.9240, 0.0229, 5.1287], [3.6642, -1.8896, 4.4559], [3.1041, 0.5103, 5.0725], [-1.9862, -4.9887, -3.2707], [-1.7625, -2.3725, -0.5317], [-4.8477, 4.1915, -2.6104], [1.4158, -0.5478, -0.6948], [-3.9190, 5.4037, -0.7868], [-2.6515, -1.6421, -1.9145], [-0.5594, -3.7179, -2.1759], [0.1273, -1.5654, 0.8660], [-4.1580, 1.7184, -3.1990], [0.1081, 2.7392, 0.4209], [-0.2303, 0.0843, 1.5514], [-0.9766, -2.8493, -3.4533], [-2.8474, -4.6536, -1.7360], [3.8944, 2.2690, 4.0445], [-1.6059, 4.5680, 0.1999], [4.6769, -1.3867, 3.0912]], "forces_ev_per_a": [[-0.241, 0.816, -1.124], [-0.736, 1.519, 1.123], [-0.504, -0.092, 0.330], [-0.884, -0.393, 0.473], [-0.839, 0.083, 1.209], [-0.685, -0.580, -0.686], [-1.893, -0.353, -0.757], [1.687, -2.275, -0.234], [1.301, 0.220, -0.751], [-0.089, 0.572, -1.662], [-0.648, -1.138, -1.950], [2.702, -3.591, 0.004], [-0.092, 3.895, 3.166], [0.166, 0.847, 1.821], [1.770, 1.132, 1.370], [-1.639, -3.786, -0.228], [1.120, -0.562, 0.981], [-0.013, 0.248, -1.281], [-2.925, -0.129, -1.252], [0.228, -0.737, 1.004], [1.002, 0.949, 0.790], [1.003, 2.802, -0.325], [1.965, -1.922, 0.968], [1.786, 0.592, 1.120], [-0.921, 2.806, 1.711], [-0.802, 0.277, -0.618], [1.009, -0.174, 3.381], [-1.220, 2.934, -0.822], [-2.643, -0.667, 0.737], [-0.541, -0.623, 0.041], [-0.590, -0.246, -3.542], [-1.056, 0.155, 0.037], [-0.169, -0.274, 0.005], [1.626, -0.960, -0.814], [0.335, -1.380, 0.129], [-0.087, 0.081, -1.317], [-0.155, -0.507, 0.143], [1.606, -2.812, -3.088], [-0.159, 1.082, 0.316], [-1.054, 0.525, -0.239], [1.993, -1.262, 1.300], [-0.370, 0.516, -0.138], [0.890, 1.114, 0.681], [0.426, 0.554, -0.122], [0.186, -0.603, 0.715], [-0.080, 0.847, -1.742], [-0.028, 0.227, -0.320], [-0.508, 0.604, -0.248], [-1.226, -0.561, -0.846], [0.000, 0.229, 0.547]], "nbo_charge": [-0.309, -0.345, -0.337, -0.534, -0.788, -0.793, -0.747, -0.473, 0.749, -0.480, -0.186, -0.262, 0.112, -0.373, -0.060, -0.109, -0.474, -0.489, 0.042, 0.161, -0.131, -0.089, 0.983, -0.092, -0.226, 0.506, -0.517, -0.128, -0.423, 0.505, 0.183, 0.230, 0.225, 0.189, 0.229, 0.175, 0.199, 0.183, 0.220, 0.207, 0.213, 0.229, 0.241, 0.245, 0.228, 0.233, 0.229, 0.207, 0.207, 0.237], "gap_ev": 5.4588, "smiles": "O=C([O-])CCCC#CC[C@H](O)c1cc2ccccc2nc1OCCCC(F)(F)F", "charge": -1, "lumo_ev": 1.54, "total_energy_ev": -39948.6217}


Entry 2:
{"formula": "C38H29BrIMoN7OS2", "method": "ωB97M-V/def2-TZVPD", "elements": ["I", "Mo", "Br", "S", "S", "O", "N", "N", "N", "N", "N", "N", "N", "C", "C", "C", "C", "C", "C", "C", "C", "C", "C", "C", "C", "C", "C", "C", "C", "C", "C", "C", "C", "C", "C", "C", "C", "C", "C", "C", "C", "C", "C", "C", "C", "C", "C", "C", "C", "C", "C", "H", "H", "H", "H", "H", "H", "H", "H", "H", "H", "H", "H", "H", "H", "H", "H", "H", "H", "H", "H", "H", "H", "H", "H", "H", "H", "H", "H", "H"], "coordinates": [[2.2193, -1.7476, -3.6713], [0.2876, 0.8526, -0.2246], [-0.3986, -4.0049, -2.7242], [1.4658, -1.4270, -0.1368], [2.4712, 0.9046, 1.2545], [3.3118, -1.5921, 1.6274], [-1.1135, -0.4999, -1.1435], [-2.8508, -2.3975, -2.1242], [1.9537, 1.3707, -1.6812], [-0.9722, 0.2353, 1.3054], [-4.5052, -2.3129, 6.8008], [0.1168, 2.5483, 1.1381], [0.6067, 4.2316, 3.2692], [1.6669, -5.6546, -1.7841], [-1.6566, 0.4142, 3.5551], [0.6866, 3.7387, 0.9502], [0.7484, 3.2131, -4.7052], [-0.3888, 3.0529, -2.4736], [-0.9762, 0.9014, 2.4711], [-1.1341, 4.2169, -2.7324], [-1.2221, -0.7094, -2.4587], [-2.7054, -2.2009, -0.8087], [-1.8579, -1.2442, -0.3031], [-5.0604, -2.2816, 5.5816], [-0.8179, 2.2094, -1.4329], [4.0172, -5.1553, -1.7510], [-3.2480, -1.8609, 6.9134], [2.4629, -3.5703, -2.6857], [-2.0861, 2.4534, -0.8658], [-2.4553, -1.3784, 2.1767], [-3.1088, -1.3351, 4.5922], [-2.1109, -1.6545, -2.9398], [2.5209, -0.7769, 1.0088], [-2.5170, -1.3576, 5.8452], [1.8285, 1.9245, -3.0352], [-0.2819, 2.2190, 2.3795], [1.4097, -4.4301, -2.3852], [4.3108, -1.0887, 2.5735], [-4.4013, -1.8142, 4.4519], [2.9702, -6.0202, -1.4797], [-2.8523, 3.5554, -1.1976], [-2.3787, -0.7780, 3.4338], [-2.3403, 4.4768, -2.1038], [2.8642, 1.6498, -3.9185], [3.7658, -3.9292, -2.3522], [2.8519, 2.1667, -5.2004], [-1.7615, -0.8381, 1.1271], [0.7577, 2.7292, -3.3889], [0.9334, 4.5777, 2.0257], [-0.0195, 3.0652, 3.4353], [1.7778, 2.9527, -5.5956], [-1.4936, -1.0186, 5.9917], [5.0379, -5.4336, -1.5104], [-0.6029, -0.1146, -3.1131], [-1.6799, 0.9702, 4.4849], [-3.8267, 3.7049, -0.7421], [4.7374, -1.9698, 3.0289], [-0.0997, 3.7904, -5.0514], [2.5741, 1.9764, -1.1633], [5.0706, -0.5299, 2.0377], [-2.8965, 5.3758, -2.3483], [-2.8109, -1.9002, 7.9057], [-4.9086, -1.8005, 3.4910], [-0.7507, 4.9410, -3.4432], [-3.0632, -2.2637, 2.0341], [-2.2290, -1.8074, -4.0059], [1.7376, 3.3636, -6.5989], [0.8429, -6.3199, -1.5616], [-2.4910, 1.7719, -0.1298], [-6.0813, -2.6417, 5.5088], [3.6948, 1.0278, -3.5933], [1.4091, 5.5445, 1.8799], [-0.3062, 2.7951, 4.4476], [3.1609, -6.9884, -1.0311], [3.8364, -0.4630, 3.3196], [2.4729, 0.4991, -1.7738], [-3.3004, -2.8212, -0.1470], [4.5851, -3.2596, -2.5797], [3.6688, 1.9553, -5.8821], [0.9272, 4.0162, -0.0671]], "forces_ev_per_a": [[-0.110, -0.061, -0.136], [1.553, -0.044, -0.549], [0.496, -0.307, -0.001], [-0.432, 0.073, -0.064], [-0.411, -0.115, 0.080], [0.277, 0.119, 0.199], [-0.070, -0.156, -0.671], [-0.048, 0.300, 0.325], [-0.441, 0.156, -0.439], [-0.397, -0.009, 0.187], [0.349, 0.237, -0.513], [0.134, 0.438, 0.201], [-0.137, -0.194, -0.177], [0.084, -0.037, 0.020], [-0.140, -0.034, 0.458], [-0.178, -0.091, -0.091], [-0.019, 0.032, -0.082], [0.184, -0.083, -0.079], [0.399, 0.519, -0.242], [0.024, -0.004, -0.049], [0.071, 0.310, 0.473], [-0.384, -0.335, -0.503], [0.251, 0.310, 0.557], [0.172, -0.030, 0.409], [-0.330, 0.065, 0.087], [0.118, 0.111, -0.040], [-0.427, -0.157, -0.017], [0.036, -0.094, 0.054], [0.207, 0.118, -0.163], [-0.320, -0.334, 0.224], [0.154, 0.156, -0.219], [-0.565, -0.090, 0.134], [0.234, -0.027, 0.049], [0.138, 0.024, 0.251], [0.125, -0.189, 0.302], [-0.142, -0.697, -0.125], [0.249, -0.082, 0.024], [-0.218, -0.022, -0.213], [-0.228, -0.124, -0.060], [-0.102, -0.091, 0.060], [-0.043, 0.035, -0.050], [-0.083, 0.026, 0.073], [0.040, -0.006, -0.072], [0.165, -0.071, -0.020], [-0.068, -0.133, 0.011], [0.028, 0.007, -0.098], [0.228, 0.005, -0.719], [-0.334, 0.164, 0.156], [-0.080, 0.100, 0.354], [0.085, 0.449, 0.294], [-0.089, 0.044, 0.026], [-0.185, -0.049, 0.016], [-0.119, 0.026, -0.031], [-0.009, 0.084, -0.024], [-0.005, -0.094, -0.049], [0.130, -0.011, -0.055], [0.009, -0.147, 0.002], [0.061, -0.017, 0.038], [0.219, 0.240, 0.196], [0.027, 0.042, -0.124], [0.097, -0.077, 0.047], [-0.045, -0.020, -0.057], [0.026, 0.012, 0.152], [-0.079, -0.107, 0.011], [0.036, 0.063, 0.049], [0.012, 0.004, 0.040], [-0.016, -0.076, 0.112], [0.038, 0.009, -0.023], [-0.004, -0.084, 0.137], [0.068, 0.008, 0.029], [-0.078, 0.119, -0.018], [-0.063, -0.163, 0.035], [0.053, 0.092, -0.085], [-0.018, 0.090, -0.018], [-0.134, 0.064, 0.077], [0.040, -0.183, 0.025], [-0.004, 0.019, -0.108], [-0.034, -0.025, -0.021], [-0.102, 0.023, 0.077], [0.075, -0.023, -0.046]], "nbo_charge": [0.167, 0.937, 0.061, 0.086, -0.030, -0.447, -0.422, -0.318, -0.829, -0.462, -0.359, -0.400, -0.299, -0.257, -0.175, 0.034, -0.167, -0.078, 0.187, -0.187, 0.065, 0.034, 0.190, 0.059, -0.224, -0.193, 0.057, -0.255, -0.176, -0.229, -0.099, 0.038, 0.115, -0.243, 0.188, 0.144, -0.011, -0.267, -0.240, -0.180, -0.217, 0.182, -0.181, -0.248, -0.223, -0.181, 0.202, -0.101, 0.033, 0.044, -0.184, 0.222, 0.237, 0.244, 0.244, 0.234, 0.233, 0.229, 0.410, 0.213, 0.240, 0.216, 0.223, 0.231, 0.252, 0.244, 0.241, 0.240, 0.186, 0.217, 0.227, 0.240, 0.226, 0.238, 0.208, 0.427, 0.225, 0.232, 0.241, 0.239], "gap_ev": [6.8712, 5.9769], "charge": 2, "lumo_ev": [-6.49, -7.39], "total_energy_ev": -154012.1265, "multiplicity": 3, "s2": 2.03}


Entry 3:
{"formula": "C9H18N2O3", "method": "ωB97M-V/def2-TZVPD", "elements": ["O", "O", "O", "N", "N", "C", "C", "C", "C", "C", "C", "C", "C", "C", "H", "H", "H", "H", "H", "H", "H", "H", "H", "H", "H", "H", "H", "H", "H", "H", "H", "H"], "coordinates": [[0.8202, -0.0979, 0.5365], [3.3867, 3.3647, 1.8683], [0.8085, 1.6934, -0.9549], [2.6902, 3.7253, -0.1612], [1.8763, 1.8554, 1.1588], [-2.1532, -0.1477, 0.4481], [0.8582, -2.4266, -0.4716], [-3.4821, -0.3748, 1.1806], [0.1934, -0.9844, -0.4344], [1.0913, 1.1741, 0.1499], [2.2950, -2.4162, -0.9621], [-1.2928, -1.3527, 0.0435], [-2.5837, 0.4012, -0.8990], [2.5423, 3.0403, 0.9837], [-1.6524, 0.6231, -1.4382], [-1.6208, 0.5985, 1.0505], [2.4078, -1.9900, -1.9220], [0.9843, -2.8935, 0.5964], [-3.2741, 1.2421, -0.8638], [2.7752, -3.4157, -1.0793], [0.2753, -0.5987, -1.4132], [-4.0120, 0.6116, 1.4169], [-1.7276, -2.0865, -0.7002], [-3.0789, -0.2754, -1.5578], [2.0555, 1.4377, 2.0749], [0.2571, -3.1655, -1.0665], [2.2046, 3.4700, -1.0428], [-3.3218, -0.8616, 2.1495], [3.0659, 4.6809, -0.0093], [2.9141, -1.8863, -0.2500], [-4.0978, -1.1017, 0.5377], [-1.2047, -1.8430, 1.0309]], "forces_ev_per_a": [[0.240, 0.638, -0.558], [-2.555, -0.577, -0.197], [0.754, -1.579, 3.290], [-1.653, 0.654, -1.989], [-2.235, -1.472, -1.544], [-1.834, 0.371, -1.817], [1.072, -0.607, 1.816], [-0.496, -1.073, 0.196], [-1.598, -3.211, 1.694], [0.642, 1.354, -1.502], [0.587, -1.030, 0.329], [0.880, 0.327, 1.629], [1.152, 1.670, -0.586], [4.960, 0.854, 1.776], [-0.414, 0.716, -0.156], [0.416, -0.238, -0.427], [0.049, 0.850, -1.119], [-0.940, 1.037, -1.675], [0.367, 0.463, 0.134], [-0.684, 0.394, 0.367], [-0.141, 0.880, -0.920], [0.622, -1.418, -0.734], [0.169, 1.143, 0.858], [-0.487, -1.221, 0.008], [-0.126, 0.044, -0.690], [0.214, 1.063, 0.497], [0.260, 0.466, 1.255], [-0.101, -0.050, -0.018], [-0.320, -1.415, -0.372], [0.220, 0.322, 0.038], [0.424, 1.290, 1.041], [0.558, -0.647, -0.623]], "nbo_charge": [-0.513, -0.672, -0.643, -0.822, -0.664, -0.239, -0.410, -0.600, 0.095, 0.918, -0.617, -0.412, -0.612, 0.760, 0.211, 0.206, 0.201, 0.209, 0.206, 0.214, 0.209, 0.219, 0.224, 0.199, 0.444, 0.219, 0.423, 0.202, 0.423, 0.208, 0.203, 0.210], "gap_ev": 10.4437, "smiles": "CC[C@@H](CC(C)C)OC(=O)NC(N)=O", "lumo_ev": 0.71, "total_energy_ev": -18747.7686}